1.
Computed, not measured: a cluster of 6 separate species, C25H44Cl10N3O3 in total, with ωB97M-V/def2-TZVPD.

## Properties
HOMO level = -10.57 eV
relative energy (zero: lowest compared OMol25 entry of this formula, charge and spin) = 0.0 kJ/mol
charge = +1
LUMO = -3.66 eV
E_tot = -162463.2542 eV

Bonds (Å) are listed after each position.
Atoms and positions in Å:
1 C 3.27 0.98 2.77  C2 1.195, H22 1.063
2 C 2.08 0.88 2.70  C1 1.195, C3 1.486
3 C 0.62 0.92 2.39  C2 1.486, C4 1.549, H23 1.094, H24 1.092
4 C 0.39 0.79 0.87  C3 1.549, C5 1.534, N7 1.516, C16 1.590
5 C 0.77 -0.55 0.25  C4 1.534, C6 1.400, H25 1.095
6 C 0.93 -1.68 1.06  C5 1.400, H26 1.100, H27 1.096
7 N 1.40 1.79 0.32  C4 1.516, C8 1.416, H28 1.020
8 C 0.86 1.99 -0.97  N7 1.416, N9 1.267, N15 1.415
9 N 1.52 1.81 -2.04  C8 1.267, C10 1.487, H29 1.019
10 C 0.91 2.06 -3.37  N9 1.487, O11 1.392, H30 1.102, H31 1.094
11 O 1.83 2.12 -4.41  C10 1.392, C12 1.396
12 C 2.62 0.97 -4.53  O11 1.396, C13 1.524, O14 1.183
13 C 2.03 -0.42 -4.30  C12 1.524, H32 1.095, H33 1.100, H34 1.087
14 O 3.77 1.12 -4.79  C12 1.183
15 N -0.48 2.41 -0.82  C8 1.415, C16 1.516, H35 1.016
16 C -0.93 1.45 0.27  C4 1.590, N15 1.516, C17 1.546, H36 1.098
17 C -1.98 0.49 -0.35  C16 1.546, C18 1.545, H37 1.098, H38 1.096
18 C -1.78 0.21 -1.85  C17 1.545, C19 1.549, H39 1.091, H40 1.099
19 C -2.80 -0.86 -2.33  C18 1.549, O20 1.408, H41 1.104, H42 1.096
20 O -2.44 -2.17 -1.96  C19 1.408, C21 1.408
21 C -1.40 -2.69 -2.76  O20 1.408, H43 1.093, H44 1.102, H45 1.102
22 H 4.32 1.15 2.73  C1 1.063
23 H 0.27 1.89 2.75  C3 1.094
24 H 0.18 0.08 2.95  C3 1.092
25 H 0.91 -0.66 -0.83  C5 1.095
26 H 1.95 -2.00 1.33  C6 1.100
27 H 0.05 -2.25 1.39  C6 1.096
28 H 1.22 2.69 0.77  N7 1.020
29 H 2.47 1.47 -1.90  N9 1.019
30 H 0.43 3.05 -3.32  C10 1.102
31 H 0.11 1.33 -3.52  C10 1.094
32 H 1.03 -0.47 -4.75  C13 1.095
33 H 1.92 -0.60 -3.22  C13 1.100
34 H 2.70 -1.18 -4.68  C13 1.087
35 H -0.55 3.35 -0.45  N15 1.016
36 H -1.48 1.98 1.06  C16 1.098
37 H -1.99 -0.49 0.14  C17 1.098
38 H -2.99 0.91 -0.23  C17 1.096
39 H -2.00 1.10 -2.44  C18 1.091
40 H -0.77 -0.19 -2.02  C18 1.099
41 H -2.91 -0.81 -3.42  C19 1.104
42 H -3.77 -0.57 -1.90  C19 1.096
43 H -1.32 -3.77 -2.59  C21 1.093
44 H -1.60 -2.57 -3.84  C21 1.102
45 H -0.44 -2.23 -2.47  C21 1.102
46 Cl -5.11 2.56 -3.76  C47 1.782
47 C -4.53 2.90 -5.41  Cl46 1.782, C48 1.506, H50 1.088, H51 1.089
48 C -3.30 2.11 -5.75  C47 1.506, Cl49 1.787, H52 1.089, H53 1.088
49 Cl -1.88 2.65 -4.81  C48 1.787
50 H -4.35 3.97 -5.49  C47 1.088
51 H -5.34 2.64 -6.09  C47 1.089
52 H -3.05 2.24 -6.80  C48 1.089
53 H -3.45 1.05 -5.56  C48 1.088
54 Cl -2.46 1.66 4.00  C55 1.785
55 C -3.01 0.12 4.72  Cl54 1.785, C56 1.509, H58 1.087, H59 1.089
56 C -2.84 -1.05 3.77  C55 1.509, Cl57 1.782, H60 1.089, H61 1.089
57 Cl -3.96 -0.95 2.38  C56 1.782
58 H -4.04 0.24 5.02  C55 1.087
59 H -2.40 -0.05 5.61  C55 1.089
60 H -3.05 -1.98 4.29  C56 1.089
61 H -1.82 -1.10 3.38  C56 1.089
62 Cl 3.87 -2.57 2.66  C63 1.786
63 C 3.33 -3.79 3.84  Cl62 1.786, C64 1.507, H66 1.087, H67 1.089
64 C 2.24 -3.27 4.74  C63 1.507, Cl65 1.784, H68 1.092, H69 1.089
65 Cl 2.82 -2.01 5.86  C64 1.784
66 H 4.20 -4.11 4.41  C63 1.087
67 H 2.96 -4.65 3.27  C63 1.089
68 H 1.84 -4.09 5.35  C64 1.092
69 H 1.41 -2.85 4.16  C64 1.089
70 Cl 1.47 5.21 -2.98  C71 1.793
71 C 2.45 5.20 -4.48  Cl70 1.793, C72 1.507, H74 1.087, H75 1.087
72 C 3.44 6.33 -4.52  C71 1.507, Cl73 1.780, H76 1.089, H77 1.088
73 Cl 2.63 7.91 -4.70  C72 1.780
74 H 1.77 5.23 -5.33  C71 1.087
75 H 2.98 4.25 -4.51  C71 1.087
76 H 4.10 6.21 -5.37  C72 1.089
77 H 4.04 6.36 -3.62  C72 1.088
78 Cl -0.97 -8.00 8.13  C79 1.780
79 C 0.17 -6.69 8.52  Cl78 1.780, C80 1.508, H82 1.088, H83 1.089
80 C -0.08 -5.46 7.69  C79 1.508, Cl81 1.787, H84 1.090, H85 1.087
81 Cl 0.33 -5.71 5.97  C80 1.787
82 H 1.18 -7.07 8.38  C79 1.088
83 H 0.04 -6.46 9.57  C79 1.089
84 H 0.55 -4.64 8.05  C80 1.090
85 H -1.12 -5.14 7.74  C80 1.087


2.
Computed, not measured: the molecule C2H9NO2Si, with ωB97M-V/def2-TZVPD.

## Properties
HOMO level = -8.79 eV
relative energy (zero: lowest compared OMol25 entry of this formula, charge and spin) = 11.1 kJ/mol
charge = 0
LUMO = 0.57 eV
E_tot = -15685.5883 eV

Bonds (Å) are listed after each position.
Atoms and positions in Å:
1 C 1.18 1.55 1.06  N3 1.432, H7 1.062, H8 1.103, H9 1.056
2 C 0.26 -1.59 -1.29  Si6 1.894, H10 1.002, H11 1.146, H12 1.054
3 N 0.29 0.43 1.06  C1 1.432, Si6 1.749, H13 1.072
4 O -1.20 1.01 -1.08  Si6 1.678, H14 0.974
5 O -1.71 -1.33 0.43  Si6 1.602, H15 0.965
6 Si -0.64 -0.32 -0.21  C2 1.894, N3 1.749, O4 1.678, O5 1.602
7 H 2.19 1.26 0.96  C1 1.062
8 H 0.81 2.40 0.45  C1 1.103
9 H 1.21 1.94 2.04  C1 1.056
10 H -0.37 -1.63 -2.07  C2 1.002
11 H 1.26 -1.19 -1.67  C2 1.146
12 H 0.59 -2.43 -0.76  C2 1.054
13 H 0.02 -0.05 1.98  N3 1.072
14 H -1.52 1.03 -2.00  O4 0.974
15 H -2.36 -1.09 1.09  O5 0.965


3.
Computed, not measured: a cluster of 2 separate species, C7H16NO2PS in total, with ωB97M-V/def2-TZVPD.

## Properties
HOMO level (spin up / spin down) = -8.48 / -8.35 eV
relative energy (zero: lowest compared OMol25 entry of this formula, charge and spin) = 700.7 kJ/mol
charge = 0
LUMO (spin up / spin down) = -0.72 / -0.60 eV
E_tot = -33222.0496 eV

Bonds (Å) are listed after each position.
Atoms and positions in Å:
1 C 1.52 -2.47 -0.76  C2 1.511, C3 1.517, H13 1.105, H14 1.121
2 C 1.44 -1.49 -1.91  C1 1.511, C4 1.484, H15 1.115, H16 1.154
3 C 0.22 -2.42 0.03  C1 1.517, C5 1.525, H17 1.122, H18 1.106
4 C 1.21 -0.09 -1.47  C2 1.484, C6 1.505, H19 1.129, H20 1.071
5 C -0.21 -1.00 0.40  C3 1.525, C6 1.609, H21 1.077, H22 1.123
6 C -0.17 -0.03 -0.88  C4 1.505, C5 1.609, S12 1.847, H23 1.106
7 C -2.11 1.96 -0.08  S12 1.812, H24 1.107, H25 1.119
8 N -1.78 2.39 2.20  P11 1.649, H26 1.009
9 O -0.06 2.74 -1.41  S12 1.455
10 O 0.50 1.84 0.79  S12 1.449
11 P -0.58 1.46 2.84  N8 1.649, H27 1.321, H28 1.488
12 S -0.34 1.74 -0.38  C6 1.847, C7 1.812, O9 1.455, O10 1.449
13 H 1.60 -3.51 -1.11  C1 1.105
14 H 2.40 -2.14 -0.16  C1 1.121
15 H 2.35 -1.49 -2.56  C2 1.115
16 H 0.48 -1.76 -2.49  C2 1.154
17 H -0.59 -2.80 -0.64  C3 1.122
18 H 0.27 -3.02 0.95  C3 1.106
19 H 1.79 0.37 -0.61  C4 1.129
20 H 1.13 0.59 -2.29  C4 1.071
21 H -1.00 -0.92 1.13  C5 1.077
22 H 0.62 -0.67 1.07  C5 1.123
23 H -0.92 -0.44 -1.59  C6 1.106
24 H -2.48 2.99 -0.27  C7 1.107
25 H -2.83 1.15 -0.36  C7 1.119
26 H -1.59 3.38 2.09  N8 1.009
27 H 0.41 2.20 3.30  P11 1.321
28 H -1.27 1.41 4.16  P11 1.488